(1)
The following is a DFT calculation (the ωB97M-V functional and the def2-TZVPD basis) of C32H31N5O4RuS as an isolated structure at a distorted geometry.

**Kohn-Sham gap (spin up / spin down)**: 7.248 / 6.819 eV
**Net charge**: +1
**Multiplicity**: 2
**Expectation value of S²**: 0.76

Structure (XYZ):
```
74
C32H31N5O4RuS (the ωB97M-V functional and the def2-TZVPD basis)
C 2.83129 0.21350 2.26312
C -0.17629 3.02149 2.44743
C 4.94101 3.53142 -2.83712
C -5.61930 0.78449 -2.19126
C 1.06046 -1.70588 4.98621
H -3.22626 -2.68928 0.08581
C -0.41040 -1.21181 3.17410
H -3.63024 -0.97310 -4.27974
H -5.46309 0.12410 -5.50383
C 0.14641 -2.53028 -0.18943
H 0.05914 1.45860 3.92660
C -6.06310 0.19221 -4.59751
O 1.17846 1.22297 -1.00097
C -0.68711 2.17508 3.58842
H 4.69611 -0.60239 2.90916
C -4.84992 0.73802 -1.04421
S -2.71176 0.02806 0.42749
O -3.46130 -0.70627 1.41716
C 2.37428 -1.92298 -0.38028
C -0.63592 -4.80621 -0.49282
H -0.79482 2.33285 0.71204
H -6.56440 1.31329 -2.17648
C 2.40645 1.60318 -0.83362
C 3.03148 2.42183 -1.89008
Ru 0.51951 0.25430 0.64389
H -6.75652 -0.65120 -4.59509
C 2.24649 2.86163 -2.95394
O 0.04892 2.30240 1.20266
C -2.20186 -3.00399 -0.05125
H -0.91437 2.83018 4.43086
N -1.29158 -0.69064 0.09772
C 4.38326 2.75889 -1.83397
C -5.19984 0.16359 -3.36753
N 3.13003 1.34537 0.24307
H 4.81272 0.87751 1.93300
C 1.81648 -0.51238 3.05935
C 2.80928 3.63985 -3.95197
H 5.98994 3.79217 -2.79590
H -0.42689 -5.84879 -0.69126
H 3.07386 -0.98402 4.72070
C -1.91142 -4.36759 -0.27693
H 2.03548 -5.24076 -0.94795
H 4.98376 2.41544 -1.00399
H 1.20052 2.59054 -2.98765
C 0.43077 -3.87688 -0.46588
H 4.59427 4.57936 -4.67581
C -3.18766 -0.55156 -2.23060
O -2.40868 1.40909 0.75574
H -1.02083 -2.26611 4.92679
C 1.77871 -4.21265 -0.72516
N 1.13089 -1.58572 -0.11051
N 0.57255 -0.59785 2.51363
H 3.12149 -1.14036 -0.34299
H -2.23047 -1.05247 -2.25449
H -5.18571 1.21918 -0.13499
H 0.77517 3.49342 2.68881
H -1.59979 1.65017 3.30552
C 2.08269 -1.06360 4.29812
H 4.29636 0.95872 3.62468
H -6.65581 1.10477 -4.64289
H -1.38056 -1.23432 2.69187
C 2.73787 -3.23878 -0.71023
C -3.97685 -0.49763 -3.37031
H 2.19890 3.98613 -4.77502
H 3.77264 -3.45641 -0.93057
C -0.20019 -1.77946 4.42037
C -3.63308 0.06476 -1.07208
H -0.89113 3.80930 2.21302
N 2.36663 0.68145 1.15380
H -2.73132 -5.07294 -0.29597
C 4.24429 0.37022 2.70640
H 1.25164 -2.14082 5.95789
C 4.15517 3.97299 -3.89451
C -1.18693 -2.07744 -0.01858
```

Here are the Mulliken charges for atoms 1 to 6, given in e: 0.708, -0.476, -0.803, -0.859, -0.715, 0.583

=====

(2)
The following is a DFT calculation (the ωB97M-V functional and the def2-TZVPD basis) of C32H32BF8N5O2PS2Ti as an isolated structure.

**Kohn-Sham gap**: 7.088 eV
**Net charge**: +1

Structure (XYZ):
```
84
C32H32BF8N5O2PS2Ti (the ωB97M-V functional and the def2-TZVPD basis)
C -1.48795 2.72559 -2.87748
C 5.44570 -1.87201 -2.16891
C 3.26967 -2.63246 -0.62814
C -1.68475 1.52453 -2.19878
H 6.60781 -1.84629 -3.85845
H -6.48426 0.06625 -1.60884
H -1.65268 -0.57662 -4.86197
N -1.47224 -1.67153 -0.17921
C -1.36158 2.73850 -4.25827
H -4.09629 0.38530 -2.04116
H -1.75985 3.33017 1.17009
H -2.52545 -2.33706 2.00362
H -0.63562 3.52998 -0.16592
H 6.26630 -1.10837 -0.33230
F 0.87674 0.78970 -0.37348
F 2.37000 4.53070 1.88055
N 0.68308 -2.11388 0.06112
F 1.57735 1.94789 -2.59141
C -1.72583 0.33757 -2.93134
H -6.04662 1.90816 2.22733
H -1.34177 1.57111 -6.05703
S -0.99755 -3.94234 -1.28287
H 4.37851 -2.75612 -3.81504
C -1.61453 0.35464 -4.31195
C -0.39510 -1.58410 3.26664
P -1.87577 1.47950 -0.38999
C -5.61586 1.54756 1.30233
H -0.61856 1.10783 3.46389
C -4.26100 1.71902 1.06286
F 5.60049 1.37851 3.20519
H 4.33075 -1.81079 1.04107
O 1.45395 -4.42721 -0.21965
H -1.91545 0.28993 4.36168
F 0.55717 2.57569 1.68369
F 3.00509 0.37434 -1.76927
H -3.56710 -1.51050 -0.57529
H -1.20291 3.67881 -4.76911
C 3.27897 -2.91745 -1.99108
F 1.04427 -0.27841 -2.74544
N -1.34008 -0.68293 2.57086
H 1.73835 -1.66798 3.42343
C -1.64585 3.21976 0.09438
H -3.32308 -0.75837 1.84730
C -4.50593 0.68997 -1.08574
C 2.74576 3.28077 2.15294
H -7.47670 0.79801 0.53923
H -3.67047 2.24024 1.80534
C 0.96566 -0.90985 3.36818
N 6.50328 -1.46297 -2.93604
C -2.64761 -1.35715 2.45580
H -2.37650 3.85214 -0.40690
H 4.77327 3.79066 2.64059
H -3.08427 -1.48101 3.45106
S 1.93448 -3.18689 0.32749
F 3.80728 -0.57720 2.96520
H -1.82660 -0.61400 -2.43237
C -2.67468 -2.10098 -0.71318
H 7.35647 -1.19951 -2.47661
C -6.41967 0.93303 0.35326
H -1.41912 3.66298 -2.34623
C -3.68070 1.27387 -0.12521
C 4.36084 1.69294 2.83163
C 4.35795 -2.53561 -2.75464
C -5.86179 0.51632 -0.84652
C 3.42860 0.67750 2.71455
C -1.43446 1.55686 -4.97903
C 1.81547 2.26864 2.03634
H -0.75911 -1.82336 4.27084
B 1.83882 0.68553 -2.29476
C 4.34219 -1.98425 -0.02582
H -0.32525 -2.51048 2.69426
C 4.03698 3.00481 2.55225
H 2.45212 -3.45170 -2.44088
O 2.26982 -3.09443 1.71416
H -2.27838 1.16923 2.86902
C 2.12389 0.93864 2.29987
Ti -0.03888 -0.28867 0.71351
H 1.03132 -0.27735 4.25770
C -1.54125 0.54619 3.36561
N 1.13897 -0.05919 2.17583
C -0.50687 -2.54516 -0.42463
C -2.60558 -3.28732 -1.33928
C 5.42238 -1.60729 -0.79291
H -3.40823 -3.84061 -1.79759
```

Here are the Mulliken charges for atoms 1 to 6, given in e: -1.063, 1.037, -0.261, 0.876, 0.214, 0.463

=====

(3)
The following is a DFT calculation (the ωB97M-V functional and the def2-TZVPD basis) of C32H32BrN2O5ReS2Si2 as an isolated structure at a distorted geometry.

**Kohn-Sham gap (spin up / spin down)**: 6.880 / 6.478 eV
**Net charge**: -1
**Multiplicity**: 2
**Expectation value of S²**: 0.77

Structure (XYZ):
```
77
C32H32BrN2O5ReS2Si2 (the ωB97M-V functional and the def2-TZVPD basis)
H -1.86159 1.28669 3.06238
N -0.27186 -0.32496 1.73406
O 1.38716 -1.07268 -2.32855
C 2.53458 -4.18541 -1.00886
C 0.50839 1.45308 5.48096
H 3.45851 -6.03732 -0.46509
C 3.09852 -5.89901 -2.57927
H 2.65172 -5.45617 -4.63132
C 4.18158 -0.52577 1.06061
Br 1.55121 -2.83378 -4.84253
H -6.75973 -0.92957 -1.08883
H 1.98776 -0.56186 3.19539
H 3.68582 5.11218 -2.60537
H -2.82915 1.79605 -2.97572
C -0.69114 1.68409 4.82324
H -2.64966 -3.59219 -0.72276
C -4.61855 -1.09870 -1.08148
S 0.79381 2.10449 7.13251
C 3.05752 1.13338 -0.32014
H 1.19953 5.39152 -2.73211
C 2.03405 -3.37162 -2.02698
H -1.43037 2.31796 5.29640
H -2.25671 3.08747 1.34712
H 3.49969 -6.87961 -2.80417
C -0.92513 1.10729 3.58519
H 2.49340 -3.80709 0.00358
H -2.38918 3.45854 -2.57627
H -0.82235 -1.69044 -3.50729
C 3.06854 -5.43293 -1.27370
C -1.79670 -1.80918 -3.03162
C 2.11025 -3.84202 -3.33911
C 0.83806 3.49680 -1.82011
H 0.18471 -1.21481 1.57640
H -2.29285 -2.76204 0.80026
O 2.23929 2.24733 7.21407
H -1.27036 -0.40139 1.58264
H -0.98279 -3.48296 -0.14354
H -2.13222 4.17860 -0.04041
N 1.31153 2.37783 -1.25770
H -4.63618 -2.13747 -1.40180
Si -1.74000 1.80811 -0.72702
C 1.46924 0.63906 4.89287
H -2.50459 -1.16357 -3.55699
C 2.64939 2.27149 -1.09272
S 4.67832 0.86712 0.20726
O 0.05340 3.35593 7.15954
C 1.40103 -2.07700 -1.59424
H -0.67122 3.54440 0.73359
C 2.15732 0.21809 0.13827
H 2.37417 -1.61671 1.38063
Re 0.18949 0.24512 -0.68696
H 4.90847 -1.11002 1.60379
C 2.84708 -0.75407 0.93625
H -1.16357 2.32239 -3.16550
H -6.74203 1.42557 -0.31925
C 2.62289 -5.10482 -3.60940
H 4.59189 3.08177 -1.48295
C -4.59949 1.55439 -0.29573
H -0.23314 3.59980 -1.86655
H 2.39370 0.46839 5.42878
O 0.87714 -2.05673 -0.44472
C 1.23505 0.06446 3.65130
Si -1.74221 -1.34045 -1.19550
C -1.92824 -2.94545 -0.21513
C 3.52652 3.23173 -1.59520
C -1.69306 3.29632 0.43408
O 0.24744 1.06344 7.98914
C -2.04728 2.41567 -2.53127
H -2.11354 -2.84841 -3.16807
H -4.59981 2.59649 0.01478
C 1.64415 4.50445 -2.30539
C -5.80799 0.90044 -0.48125
C 0.03114 0.28782 3.00034
C -3.38316 0.89765 -0.52115
C -5.81819 -0.42695 -0.90077
C -3.39030 -0.45186 -0.88872
C 3.02085 4.35158 -2.21627
```

Here are the Mulliken charges for atoms 1 to 6, given in e: 0.389, -0.467, -0.587, -0.251, 0.085, 0.394

=====

(4)
The following is a DFT calculation (the ωB97M-V functional and the def2-TZVPD basis) of a 3-piece molecular cluster, C32H32ClN2O10P overall at a distorted geometry.

**Kohn-Sham gap**: 6.541 eV
**Net charge**: 0

Structure (XYZ):
```
78
C32H32ClN2O10P (the ωB97M-V functional and the def2-TZVPD basis)
H -1.94705 6.60479 4.28629
H -4.73824 -1.41288 2.01426
O 7.40129 2.45634 -9.03813
O 7.72597 -0.13470 -4.41275
H -3.67300 -6.33062 1.35015
C 0.78097 2.98367 0.73591
H -0.73775 -1.86078 2.78155
C 2.07531 3.61294 -0.11633
C -7.20638 -7.12365 2.94450
C 1.04436 1.56980 1.49803
C -3.87039 2.97540 -1.14233
H -2.68834 6.35341 1.66709
C -5.54706 -5.50202 2.11987
H 4.43863 3.24227 -0.85280
H -4.09258 3.34649 -2.23459
H -0.87507 5.51796 3.14691
O -2.51733 1.05456 3.00570
H 8.87671 0.95112 -9.62057
H -2.85638 2.37548 -1.13994
C 5.22901 0.53602 0.47768
H -8.15710 -7.39309 3.38704
H -3.55190 -1.41985 3.52814
C -1.91372 5.59017 3.69758
C 2.51734 0.79541 1.42869
C 3.53890 2.82010 -0.22752
O 6.75663 1.82088 -1.28531
O 9.12114 0.32106 -8.90814
H -2.97692 5.01482 -0.61917
C -4.62984 -6.60050 1.77835
H -4.24773 0.87554 1.69955
C 3.80716 1.37629 0.54542
H -3.00844 -2.59391 0.48312
O -5.26286 -4.32629 1.92011
N -0.03294 0.89667 2.30035
O -4.11858 -8.90806 1.67737
C 8.36704 0.69609 -7.81141
C -3.07286 5.59654 2.50548
C 8.45965 0.03780 -6.65435
H -4.75973 2.29233 -0.75049
C -1.07576 -2.12577 1.67185
C -4.97685 -7.87092 1.99346
C -6.29885 -8.22268 2.58059
H -7.22748 -3.99461 2.82125
C -2.69615 -2.39461 1.60545
H 9.12310 -0.80813 -6.52568
H 6.18985 1.31812 -3.85536
C -1.51271 3.05077 1.50578
H -0.48513 -3.09542 1.31614
H -4.59837 -9.72839 1.92509
C 7.65192 0.44123 -5.49301
C -3.22438 0.30279 1.91613
C -1.34177 1.63401 2.28619
H -0.78977 -1.26554 0.90153
H -2.61301 0.36915 0.90218
O -6.59684 -9.40032 2.74943
O 5.94103 1.94442 -4.56974
H 3.41880 -2.14178 4.29857
C 7.45081 1.85949 -7.96839
C 6.71572 1.58685 -5.65796
H 2.01168 4.64625 -0.67728
C -6.85814 -5.85299 2.73267
O -7.70481 -4.81454 3.07454
H -4.81830 4.91331 -0.15374
C 3.14427 -1.47772 3.34525
C 6.62548 2.24744 -6.81387
H 5.93494 0.70840 1.39522
H -2.05253 4.63661 4.37754
H 4.91501 -0.61545 0.48588
N -0.47943 3.80320 0.71550
H -4.12193 6.00329 2.89750
C -3.60927 -1.24317 2.34962
H 5.95086 3.08344 -6.94699
C -3.80312 4.29668 -0.16489
C 5.95858 0.77945 -0.98688
P -3.26042 3.89821 1.64099
C 2.69735 -0.62782 2.28860
H -2.90179 -3.41682 2.18227
Cl 5.65952 -0.53398 -2.31071
```

Here are the Mulliken charges for atoms 1 to 6, given in e: 0.317, 0.201, -0.612, -0.550, 0.458, 0.513

=====

(5)
The following is a DFT calculation (the ωB97M-V functional and the def2-TZVPD basis) of C32H32IInN5OSSi as an isolated structure.

**Kohn-Sham gap**: 7.837 eV
**Net charge**: +1

Structure (XYZ):
```
74
C32H32IInN5OSSi (the ωB97M-V functional and the def2-TZVPD basis)
C -0.30599 -3.72788 -3.82642
C 1.80114 2.39835 -3.63793
C 3.51352 -0.61024 0.89588
H 4.47802 -0.44225 1.38400
H 2.38438 2.34601 -2.72935
N -0.54275 2.49888 -4.26758
C 4.55987 1.93517 -0.82891
C -3.79330 -0.73771 3.11322
C 2.04843 1.50850 2.55982
H 2.97267 -1.37585 1.46042
H 0.32073 3.29160 -0.28262
Si 2.49791 0.94425 0.82837
C 5.35977 2.91245 -1.41106
H -4.35979 -4.42988 2.32615
H 2.74618 1.06648 3.27723
C -0.27511 -3.84631 -2.44613
C 3.21595 3.64107 0.18748
C -3.22782 -1.28956 1.96519
C -0.35248 -3.37135 2.63149
H 0.10235 -4.75706 -1.99777
H -0.25908 2.98254 -5.10333
I 2.17744 4.28125 -4.55036
H 2.41360 3.95076 0.85091
C -2.62291 0.75967 1.99334
C -4.57002 -1.47727 4.00138
H -1.06687 -5.36166 2.24471
C 3.47150 2.27913 -0.02041
C 0.34601 2.17001 -3.32066
C -0.68562 -2.81287 -1.60380
C -4.75850 -2.80666 3.68395
H -3.59624 1.28297 3.80650
H -1.52093 -0.57785 -4.02179
C -0.47760 3.12882 0.43035
H 0.32309 -1.35390 2.71997
H -2.98045 3.59850 2.78380
N -2.50543 -0.31900 1.27420
H 3.69742 -1.01418 -0.10289
H -5.35363 -3.42603 4.34182
H 5.71498 5.01528 -1.63762
C -0.03231 -2.14369 2.06291
C -0.80625 -4.40167 1.81764
H 3.80886 5.66820 -0.20417
H -1.52121 2.33940 -4.09870
In 0.27647 0.05556 -0.04998
S -1.20719 4.39042 1.29428
C -0.60793 -2.96949 -0.12224
N -3.38377 0.58987 3.11082
H 2.14256 1.65073 -4.35044
N -1.52135 -0.51345 -1.39387
H -0.78518 -2.43370 -5.47652
C -1.97020 2.02141 1.63143
H -5.00226 -1.04054 4.89220
C -2.23093 3.27362 2.07918
H -2.09194 -0.74634 -0.57657
O -0.01740 1.64993 -2.26091
H 0.02367 -4.54976 -4.44761
C -1.16158 -1.50416 -3.58471
H 6.20366 2.62420 -2.02528
C 5.08850 4.25432 -1.18942
C -0.92514 -4.20145 0.45215
H -1.99604 0.19464 -1.93829
C -4.18968 -3.38111 2.53005
H 4.80203 0.89079 -0.99477
H 2.11663 2.59441 2.65816
C -1.13519 -1.63776 -2.20350
C -0.75158 -2.54581 -4.40041
C -0.17401 -1.91302 0.68770
N -0.96410 1.94662 0.69819
H 1.03822 1.21367 2.85500
C 4.01501 4.62080 -0.38842
H -0.25471 -3.52407 3.69923
H -2.97161 -3.08041 0.78039
C -3.42270 -2.63643 1.66072
H -1.28182 -5.00991 -0.17581
```

Here are the Mulliken charges for atoms 1 to 6, given in e: -0.853, -0.425, -1.362, 0.432, -0.269, -0.312

=====

(6)
The following is a DFT calculation (the ωB97M-V functional and the def2-TZVPD basis) of C32H32IN4O6P2Zn as an isolated structure at a distorted geometry.

**Kohn-Sham gap**: 8.240 eV
**Net charge**: +1

Structure (XYZ):
```
78
C32H32IN4O6P2Zn (the ωB97M-V functional and the def2-TZVPD basis)
H 2.34301 2.40269 -0.54374
H -1.09488 -5.90665 -0.07852
H 0.89476 -6.11511 1.42919
H -1.19898 2.98273 3.01270
H 0.94810 -2.57895 -3.22467
C -4.12516 -2.50446 0.74143
H 2.66583 0.30238 4.52327
C 3.90169 0.51784 -2.25941
H -0.90402 -4.44512 -2.09453
H -0.33883 6.40982 0.47263
O -0.96073 -0.64283 -2.20572
H -4.24145 2.81020 -1.65761
N 1.05996 -3.95213 -1.75161
C -0.44820 -2.39388 1.87412
H -4.82755 1.05831 2.20457
H 3.25841 4.65016 -1.02528
H -0.05101 -1.24897 -3.45394
C 1.21610 1.78727 5.05540
H 1.59353 1.90906 6.06175
H -4.79513 -1.72612 -1.16918
N -1.68948 -1.58779 0.00697
H 4.12067 1.54959 -2.52181
C 0.93720 -5.52719 0.52355
H 4.08253 1.11729 -0.24410
N 0.78466 -1.79707 -3.91452
C -1.93930 1.65825 0.54707
C -0.06785 -4.58982 -1.41908
H -1.26174 4.18437 0.90260
H -5.75032 2.12018 0.17462
N 4.13772 0.26477 -0.79893
C 1.75964 3.28596 -0.31869
H -5.10476 -2.85312 1.04106
H 2.99650 -4.96373 0.79923
C 1.96188 -0.90909 -4.03751
H 2.86674 -1.49300 -4.19588
C -2.46487 2.20755 -0.62375
I 3.90739 -3.24630 -1.62978
P 2.05977 0.18147 -2.53560
C -3.83445 2.36258 -0.76081
C -2.70306 -1.42999 -0.83211
C -4.16674 1.37180 1.40673
C -4.68331 1.96509 0.26427
C 0.25285 5.53468 0.23856
C -3.02850 -2.71954 1.57040
P -0.13555 1.47492 0.67379
H 5.01263 -0.21276 -0.60073
H 3.30766 -0.34927 -0.53937
C 0.11974 2.52593 4.62919
O 1.29785 1.41980 -2.71387
H 0.48726 -2.16862 -4.81202
H 1.80957 0.03327 2.22166
C -2.23622 -0.92095 -2.19163
H -2.38814 0.74535 2.43903
C -1.80300 -2.21578 1.16594
H 1.81329 -0.23682 -4.88178
H -0.36921 3.21334 5.30683
O -0.40121 -3.05005 2.89998
C 2.10662 -4.11709 -0.96728
O 0.54066 -1.84988 1.25060
C 1.51914 5.67317 -0.31139
C 1.82476 0.89473 4.18788
O -2.98549 -0.89874 -3.14423
Zn 0.08260 -0.72818 -0.33143
H -3.10379 -3.26799 2.49883
C 0.27751 1.51832 2.44902
C -2.79646 1.20361 1.54611
C -0.16814 -5.39859 -0.30307
C -3.96794 -1.87019 -0.48895
C 2.27306 4.54401 -0.58940
C -0.34898 2.39503 3.33350
O 1.81830 -0.68058 -1.27876
C 1.35973 0.76014 2.88782
H 1.91730 6.65837 -0.51310
C 2.11584 -4.88225 0.18078
H -1.79614 2.52552 -1.41563
C 0.48390 3.13516 0.20808
C -0.26528 4.27513 0.49252
H 4.52952 -0.15127 -2.84221
```

Here are the Mulliken charges for atoms 1 to 6, given in e: -0.281, 0.449, 0.435, 0.321, 0.347, -0.653

=====

Q: The lowest net charge belongs to which entry?
A: C32H32BrN2O5ReS2Si2